Density functional theory data (ωB97M-V/def2-TZVPD) for a molecular structure, C21H43F3GaO10S5.

CARTESIAN COORDINATES (ANGSTROEM)
F: -3.097 7.319 -2.285
C: -2.013 7.620 -1.493
F: -0.988 6.941 -2.127
F: -2.222 6.845 -0.365
Ga: -1.689 9.649 -1.166
H: -0.220 9.760 -0.531
H: -1.740 10.354 -2.600
H: -2.846 10.116 -0.165
C: -1.194 2.471 -0.039
C: -1.422 3.588 -1.069
C: -0.061 4.225 -1.373
S: 1.155 2.928 -1.114
O: 2.028 3.284 -0.020
O: 1.744 2.503 -2.369
C: 0.006 1.684 -0.552
H: -2.069 1.835 0.079
H: -0.967 2.903 0.934
H: -1.838 3.166 -1.987
H: -2.119 4.342 -0.708
H: 0.024 4.583 -2.394
H: 0.172 5.039 -0.690
H: 0.499 1.065 0.195
H: -0.256 1.077 -1.416
C: -0.806 2.988 5.599
C: -1.619 4.265 5.858
C: -2.575 4.443 4.672
S: -2.900 2.784 4.048
O: -2.348 2.687 2.721
O: -4.272 2.417 4.291
C: -1.812 1.922 5.177
H: -0.249 2.676 6.482
H: -0.089 3.159 4.794
H: -2.190 4.153 6.781
H: -0.978 5.138 5.970
H: -3.526 4.893 4.942
H: -2.122 5.003 3.857
H: -1.388 1.069 4.653
H: -2.421 1.582 6.014
C: 0.986 -0.989 -4.399
C: 2.431 -1.299 -3.987
C: 2.428 -1.539 -2.473
S: 0.793 -2.179 -2.079
O: 0.109 -1.237 -1.232
O: 0.877 -3.568 -1.682
C: 0.122 -2.058 -3.732
H: 0.862 -1.005 -5.480
H: 0.702 0.002 -4.040
H: 2.781 -2.196 -4.502
H: 3.103 -0.482 -4.241
H: 3.166 -2.270 -2.153
H: 2.548 -0.614 -1.910
H: -0.932 -1.801 -3.657
H: 0.245 -3.034 -4.202
C: -3.464 -2.785 1.782
C: -2.283 -3.184 0.884
C: -1.037 -2.491 1.440
S: -1.318 -2.299 3.206
O: -1.389 -0.896 3.531
O: -0.434 -3.157 3.956
C: -2.980 -2.972 3.216
H: -4.350 -3.386 1.582
H: -3.723 -1.738 1.615
H: -2.150 -4.268 0.908
H: -2.446 -2.895 -0.152
H: -0.126 -3.066 1.300
H: -0.909 -1.497 1.019
H: -3.563 -2.438 3.964
H: -2.898 -4.025 3.482
C: 4.463 -7.597 -1.757
C: 3.419 -6.626 -1.185
C: 3.668 -5.257 -1.827
S: 4.398 -5.582 -3.435
O: 5.746 -5.073 -3.457
O: 3.477 -5.213 -4.481
C: 4.461 -7.367 -3.266
H: 4.232 -8.633 -1.515
H: 5.450 -7.368 -1.351
H: 2.417 -6.974 -1.441
H: 3.475 -6.560 -0.100
H: 2.749 -4.697 -1.976
H: 4.386 -4.667 -1.260
H: 5.347 -7.729 -3.781
H: 3.563 -7.767 -3.735

## Properties
E = -5793.675738 Eh
LUMO = 1.59 eV
Total charge = -1
Energy relative to the best compared isomer or geometry (same formula, charge and spin) = 4.55 kJ/mol

Density functional theory data (ωB97M-V/def2-TZVPD) for 2 unconnected molecules or ions with the total composition C6H18NO2Si2.

CARTESIAN COORDINATES (ANGSTROEM)
C: -0.540 1.235 -2.856
C: -3.468 0.801 -1.594
C: -1.808 3.354 -0.693
C: 2.967 -2.142 0.433
C: 1.584 -0.657 2.774
C: 0.240 -3.419 1.599
N: -0.242 -0.250 -0.272
O: -0.581 0.538 0.644
O: 0.557 -1.202 -0.088
Si: -1.953 1.808 -1.685
Si: 1.441 -1.912 1.374
H: -0.822 0.182 -3.101
H: -0.584 1.901 -3.760
H: 0.389 1.215 -2.267
H: -3.880 0.715 -0.578
H: -4.313 1.060 -2.327
H: -3.261 -0.101 -2.020
H: -2.814 3.860 -0.529
H: -1.373 3.110 0.341
H: -1.132 4.197 -1.100
H: 3.693 -2.992 0.858
H: 2.862 -2.545 -0.544
H: 3.530 -1.171 0.518
H: 0.929 0.210 2.711
H: 1.598 -1.174 3.762
H: 2.594 -0.181 2.772
H: 0.672 -4.336 1.423
H: -0.166 -3.469 2.567
H: -0.612 -3.315 0.932

## Properties
E = -1023.308736 Eh
LUMO = -4.30 eV
Total charge = +1
Energy relative to the best compared isomer or geometry (same formula, charge and spin) = 71.91 kJ/mol

Density functional theory data (ωB97M-V/def2-TZVPD) for a molecular structure, C10H20Cl10NiO4PSn2.

CARTESIAN COORDINATES (ANGSTROEM)
Ni: 27.092 19.035 -14.622
Sn: 30.173 16.183 -17.121
Sn: 29.895 15.347 -12.460
P: 27.803 16.828 -14.741
O: 28.226 17.558 -13.443
O: 28.443 15.437 -14.950
O: 28.309 17.893 -15.785
O: 26.305 17.204 -14.738
Cl: 25.721 11.921 -16.164
C: 24.738 13.315 -16.574
C: 25.517 14.622 -16.528
Cl: 26.822 14.592 -17.746
H: 23.888 13.323 -15.893
H: 24.359 13.206 -17.590
H: 26.067 14.723 -15.600
H: 24.886 15.491 -16.696
Cl: 31.847 22.469 -14.422
C: 30.337 21.552 -14.377
C: 30.046 20.858 -15.693
Cl: 31.093 19.395 -15.880
H: 29.577 22.309 -14.180
H: 30.399 20.853 -13.545
H: 30.282 21.521 -16.523
H: 29.005 20.541 -15.781
Cl: 24.327 19.961 -18.108
C: 24.775 18.225 -18.166
C: 26.040 17.986 -19.015
Cl: 25.703 18.256 -20.729
H: 24.000 17.606 -18.615
H: 24.972 17.888 -17.148
H: 26.416 16.991 -18.786
H: 26.793 18.698 -18.669
Cl: 26.345 15.306 -10.474
C: 25.218 15.699 -11.787
C: 25.162 14.547 -12.777
Cl: 24.602 12.980 -12.210
H: 25.649 16.510 -12.367
H: 24.228 15.954 -11.419
H: 26.141 14.407 -13.249
H: 24.517 14.843 -13.604
Cl: 28.465 12.172 -13.087
C: 29.137 12.082 -14.736
C: 29.634 10.698 -15.092
Cl: 28.256 9.574 -15.180
H: 30.002 12.756 -14.732
H: 28.385 12.474 -15.416
H: 30.345 10.361 -14.336
H: 30.200 10.604 -16.017

## Properties
2S+1 = 3
E = -7573.043041 Eh
LUMO (alpha / beta) = -13.16 / -13.16 eV
<S²> = 2.005
Total charge = +3
Energy relative to the best compared isomer or geometry (same formula, charge and spin) = 0.00 kJ/mol

Density functional theory data (ωB97M-V/def2-TZVPD) for 2 unconnected molecules or ions with the total composition C4H7NO2.

CARTESIAN COORDINATES (ANGSTROEM)
O: -1.341 0.894 -1.819
N: -0.816 1.533 -0.923
C: -0.110 0.762 0.028
C: 0.545 1.229 1.303
C: 0.901 -0.278 1.497
C: 0.252 -0.530 0.160
O: -1.150 -1.969 -2.054
H: -1.363 -1.021 -1.992
H: -0.113 1.667 2.059
H: 1.415 1.876 1.154
H: 0.374 -0.762 2.326
H: 1.967 -0.517 1.569
H: 0.109 -1.418 -0.451
H: -0.438 -1.999 -2.703

## Properties
Structure (SMILES) = O=NC1=CCC1.O
E = -361.708839 Eh
LUMO = -1.05 eV
Total charge = 0
Energy relative to the best compared isomer or geometry (same formula, charge and spin) = 451.63 kJ/mol

Density functional theory data (ωB97M-V/def2-TZVPD) for a molecular structure, C3H13ClNO3PSi2Tl.

CARTESIAN COORDINATES (ANGSTROEM)
N: 4.146 0.307 1.036
C: 3.125 0.585 0.000
C: 1.927 -0.335 0.058
O: 2.350 -1.627 -0.323
C: 0.824 0.139 -0.897
Si: -0.796 -0.723 -0.634
O: -2.099 0.436 -0.681
Si: -3.570 0.107 -1.124
P: -4.941 0.031 1.052
O: -5.784 1.283 1.298
Cl: -6.066 -1.436 1.264
H: 4.742 -0.438 0.695
H: 3.699 -0.054 1.868
H: 3.588 0.456 -0.966
H: 2.790 1.604 0.111
H: 1.528 -0.381 1.068
H: 2.102 -2.291 0.325
H: 0.676 1.203 -0.754
H: 1.135 -0.027 -1.919
H: -1.105 -1.724 -1.676
H: -0.865 -1.402 0.679
H: -4.229 1.260 -1.760
H: -3.847 -1.226 -1.685
H: -5.338 2.154 1.208
Tl: 6.008 2.098 1.760

## Properties
E = -1954.570410 Eh
LUMO = -14.46 eV
Total charge = +3